The following is a DFT calculation (ωB97M-V with the def2-TZVPD basis set) of C18H14IN3PdS as an isolated structure.

The calculation puts the LUMO energy at -8.4366 eV. As for the HOMO energy: -14.59 eV. As for the net charge: +2. The HOMO-LUMO gap is 6.16 eV.

Last column: Mulliken charge in e.
Atoms and positions in Å:
Pd: 0.528 0.448 -1.037  -0.32
S: -0.307 -0.668 -2.875  -0.22
C: -1.798 -0.314 -2.015  0.69
C: -3.128 -0.476 -2.352  -0.78
C: -4.067 -0.048 -1.427  -0.07
C: -3.670 0.533 -0.220  -0.92
C: -2.330 0.672 0.054  -0.19
N: -1.442 0.238 -0.853  -0.06
H: -3.406 -0.909 -3.302  0.46
H: -5.121 -0.162 -1.643  0.43
H: -4.398 0.865 0.505  0.45
H: -1.945 1.098 0.969  0.48
I: 1.266 2.075 0.945  0.44
C: 0.647 0.677 2.350  0.60
C: 0.665 0.971 3.680  -0.44
C: 0.386 -0.058 4.603  -0.77
C: 0.150 -1.328 4.162  -0.92
C: 0.128 -1.643 2.781  0.67
C: -0.065 -2.971 2.330  -0.68
C: -0.058 -3.270 1.003  -1.06
C: 0.066 -2.239 0.038  -0.41
C: 0.301 -0.976 0.473  0.87
C: 0.351 -0.602 1.836  0.89
H: 0.910 1.963 4.035  0.43
H: 0.397 0.163 5.661  0.42
H: -0.012 -2.129 4.871  0.45
H: -0.216 -3.751 3.065  0.45
H: -0.192 -4.286 0.659  0.43
H: -0.029 -2.484 -1.008  0.51
N: 3.647 1.774 -3.587  -0.04
C: 3.186 3.011 -3.212  -0.47
C: 2.138 2.782 -2.384  -0.56
N: 1.958 1.413 -2.267  0.10
C: 2.889 0.838 -3.012  -0.44
H: 4.425 1.596 -4.206  0.23
H: 3.629 3.926 -3.564  0.41
H: 1.486 3.494 -1.908  0.49
H: 3.033 -0.221 -3.148  0.42


The following is a DFT calculation (ωB97M-V with the def2-TZVPD basis set) of one molecule with the formula C18H14N2O5 in a non-equilibrium geometry.

As for the SMILES: COc1ccc(/C=C(/C#N)C(=O)Nc2ccc(O)cc2)cc1C(=O)O. The calculation puts the LUMO energy at -0.9711 eV. As for the HOMO energy: -8.30 eV. The calculation puts the energy above the lowest of the compared OMol25 structures with the same formula, charge and spin at 1808.7 kJ/mol. The HOMO-LUMO gap is 7.33 eV.

Last column: Mulliken charge in e.
Atoms and positions in Å:
C: 2.590 2.910 -1.651  -1.57
H: 1.676 3.185 -1.454  0.63
O: 3.238 2.048 -0.875  -0.26
C: 2.538 0.737 -0.732  0.89
C: 1.354 0.204 -1.547  -1.08
C: 0.699 -0.939 -1.131  0.15
C: 1.217 -1.887 -0.107  0.23
C: 2.462 -1.377 0.255  -0.59
C: 3.017 -0.129 0.096  0.02
C: 4.344 0.150 0.917  0.34
O: 4.824 1.450 0.908  -0.64
O: 4.649 -0.725 1.588  -0.27
H: 5.587 -0.725 2.031  0.44
H: 2.968 -1.999 1.104  0.18
C: 0.700 -3.070 -0.124  -0.54
C: -0.676 -3.374 0.087  0.18
C: -1.031 -4.811 0.268  -0.14
N: -1.487 -5.759 0.528  -0.41
C: -1.579 -2.222 -0.408  0.63
O: -2.482 -2.405 -1.151  -0.65
N: -1.712 -1.309 0.462  -0.05
C: -2.528 -0.021 0.689  0.26
C: -2.058 0.999 1.487  -0.44
C: -2.805 2.132 1.631  -1.16
C: -3.804 2.466 0.341  0.59
C: -4.074 1.317 -0.325  -0.57
C: -3.461 -0.087 -0.343  -0.71
H: -3.717 -0.512 -1.070  0.91
H: -5.061 1.435 -0.875  0.24
O: -4.474 3.419 0.642  -0.47
H: -4.161 4.167 1.199  0.38
H: -2.487 2.827 2.034  0.65
H: -1.197 0.768 2.133  0.34
H: -0.977 -1.466 1.248  0.29
H: 1.367 -3.909 0.287  0.36
H: -0.076 -0.924 -1.720  0.64
H: 0.901 1.054 -2.281  0.19
H: 2.541 2.564 -2.501  0.68
H: 3.175 3.820 -1.642  0.32


The following is a DFT calculation (ωB97M-V with the def2-TZVPD basis set) of C18H15BrIn as an isolated structure in a non-equilibrium geometry.

The calculation puts the LUMO energy at 2.5277 eV. As for the HOMO energy: -3.58 eV. As for the net charge: -1. The HOMO-LUMO gap is 6.10 eV.

Last column: Mulliken charge in e.
Atoms and positions in Å:
C: -1.452 -0.876 -1.959  -0.36
C: -1.452 -1.856 -0.953  -0.76
C: -2.139 -1.309 0.207  -0.33
H: -1.101 -2.882 -1.037  0.39
C: -2.570 0.034 -0.158  -0.76
C: -2.123 0.291 -1.463  -0.35
H: -2.323 1.181 -2.052  0.40
H: -1.067 -0.982 -2.973  0.42
H: -2.531 -1.893 1.036  0.59
H: -3.172 0.688 0.471  0.38
In: -0.097 -0.485 1.137  0.90
Br: 1.136 -2.455 1.840  -0.50
C: 2.235 1.291 0.236  -0.71
C: 1.426 2.072 -0.649  -0.58
C: 1.289 1.358 -1.863  -0.45
H: 1.027 3.062 -0.440  0.34
C: 2.000 0.123 -1.738  -0.42
C: 2.574 0.079 -0.439  -0.71
H: 3.230 -0.695 -0.053  0.48
H: 2.533 1.569 1.245  0.56
H: 0.766 1.693 -2.751  0.46
H: 2.093 -0.635 -2.518  0.39
C: -0.537 1.038 2.512  -0.60
C: -0.223 0.515 3.600  -0.23
C: -0.104 0.187 4.950  0.77
C: -1.166 0.674 5.719  -0.45
C: -1.076 0.609 7.110  -0.47
C: 0.050 0.024 7.706  -0.39
C: 1.074 -0.528 6.925  -0.43
C: 1.000 -0.473 5.528  -0.47
H: -1.991 1.126 5.180  0.41
H: -1.887 1.024 7.707  0.35
H: 0.116 -0.007 8.799  0.34
H: 1.944 -1.001 7.394  0.35
H: 1.761 -0.886 4.868  0.43


The following is a DFT calculation (ωB97M-V with the def2-TZVPD basis set) of C18H15CeF3N4O10S as an isolated structure in a non-equilibrium geometry.

The calculation puts the LUMO energy at -1.9710 eV. As for the HOMO energy: -10.19 eV. The HOMO-LUMO gap is 8.22 eV.

Last column: Mulliken charge in e.
Atoms and positions in Å:
Ce: 0.263 -0.199 -0.699  0.09
O: -3.848 -4.721 -2.601  -0.53
C: -3.069 -3.653 -2.351  1.01
C: -3.532 -2.526 -1.672  -0.47
C: -2.642 -1.495 -1.458  0.13
N: -1.388 -1.548 -1.880  0.06
C: -0.947 -2.617 -2.534  0.38
C: -1.746 -3.707 -2.799  -0.75
C: 0.513 -2.523 -2.925  0.35
O: 1.026 -3.318 -3.669  -0.65
O: 1.109 -1.497 -2.351  -0.36
C: -2.982 -0.232 -0.691  0.28
O: -4.129 0.016 -0.398  -0.68
O: -1.926 0.482 -0.402  -0.35
H: -4.737 -4.580 -2.254  0.31
H: -4.548 -2.433 -1.310  0.46
H: -1.355 -4.559 -3.334  0.58
O: 2.084 -0.649 0.741  -0.54
S: 2.132 0.858 0.806  1.47
O: 0.662 1.165 1.119  -0.51
O: 2.183 1.209 -0.655  -0.19
O: 3.078 1.438 1.688  -0.79
N: -0.554 -1.806 1.033  -0.53
C: -0.253 -1.477 2.111  0.68
N: 0.057 -1.057 3.294  0.03
C: -0.659 0.093 3.880  -0.38
C: -0.626 -0.067 5.390  -0.69
O: 0.703 -0.193 5.857  -0.37
C: 1.326 -1.348 5.330  -0.74
C: 1.424 -1.270 3.817  -0.31
H: -1.679 0.099 3.499  0.48
H: -0.152 1.007 3.568  0.19
H: -1.213 -0.945 5.688  0.37
H: -1.051 0.816 5.864  0.34
H: 0.764 -2.244 5.625  0.37
H: 2.323 -1.400 5.764  0.36
H: 1.825 -2.188 3.393  0.48
H: 2.054 -0.429 3.520  0.13
F: 2.700 5.553 -1.589  -0.25
C: 2.617 4.944 -2.776  0.71
F: 3.853 4.599 -3.147  -0.27
F: 2.172 5.853 -3.660  -0.26
C: 1.691 3.754 -2.726  0.59
C: 0.557 3.797 -1.929  -0.74
C: -0.266 2.688 -1.916  -0.08
N: -0.020 1.575 -2.625  -0.37
C: 1.064 1.571 -3.409  -0.29
C: 1.948 2.632 -3.493  -0.63
H: 0.325 4.657 -1.318  0.45
H: -1.171 2.652 -1.319  0.49
H: 1.220 0.660 -3.973  0.45
H: 2.822 2.562 -4.123  0.47


The following is a DFT calculation (ωB97M-V with the def2-TZVPD basis set) of C18H15ClNPS4V as an isolated structure in a non-equilibrium geometry.

Its expectation value of S² is 3.78. The calculation puts the LUMO energy (spin up / spin down) at 4.5073 / 4.5026 eV. As for the HOMO energy (spin up / spin down): 1.38 / -0.50 eV. As for the net charge: -2. The calculation puts the energy above the lowest of the compared OMol25 structures with the same formula, charge and spin at 118.8 kJ/mol. The HOMO-LUMO gap (spin up / spin down) is 3.12 / 5.01 eV. As for the spin multiplicity: 4.

Last column: Mulliken charge in e.
Atoms and positions in Å:
V: -0.172 0.585 0.736  0.30
S: 1.775 -0.373 -0.648  -0.47
S: 3.304 -0.061 0.652  -0.18
S: 2.564 -0.838 2.459  -0.26
S: 0.839 0.252 2.750  -0.33
Cl: 0.075 2.722 0.226  -0.65
N: -1.771 0.018 -0.019  -1.07
P: -2.617 -0.424 1.196  1.97
C: -2.492 0.560 2.735  0.02
C: -2.394 0.013 4.019  -0.22
C: -2.225 0.852 5.115  -0.70
C: -2.175 2.225 4.949  -0.37
C: -2.314 2.781 3.674  -0.78
C: -2.473 1.955 2.579  -0.13
C: -4.422 -0.398 0.906  -0.35
C: -4.896 -0.774 -0.355  -0.16
C: -6.243 -0.704 -0.656  -0.59
C: -7.153 -0.241 0.290  -0.40
C: -6.689 0.160 1.537  -0.70
C: -5.339 0.084 1.843  -0.02
C: -2.300 -2.163 1.721  0.20
C: -1.022 -2.686 1.516  -0.38
C: -0.760 -4.024 1.754  -0.75
C: -1.780 -4.876 2.161  -0.38
C: -3.063 -4.376 2.336  -0.63
C: -3.321 -3.031 2.115  -0.13
H: -2.419 -1.061 4.155  0.31
H: -2.108 0.425 6.105  0.32
H: -2.019 2.869 5.807  0.31
H: -2.253 3.854 3.541  0.34
H: -2.568 2.369 1.583  0.39
H: -4.171 -1.104 -1.091  0.39
H: -6.602 -1.009 -1.633  0.36
H: -8.209 -0.187 0.056  0.36
H: -7.391 0.535 2.274  0.37
H: -4.980 0.405 2.813  0.35
H: -0.228 -2.031 1.171  0.19
H: 0.242 -4.409 1.609  0.41
H: -1.582 -5.929 2.330  0.34
H: -3.868 -5.040 2.631  0.36
H: -4.323 -2.642 2.260  0.33


The following is a DFT calculation (ωB97M-V with the def2-TZVPD basis set) of one molecule with the formula C18H15F3N2O4S2 in a non-equilibrium geometry.

As for the SMILES: O=C(CN(Cc1ccco1)S(=O)(=O)c1cccs1)Nc1ccccc1C(F)(F)F. The calculation puts the LUMO energy at 0.5453 eV. As for the HOMO energy: -8.78 eV. The calculation puts the energy above the lowest of the compared OMol25 structures with the same formula, charge and spin at 10.5 kJ/mol. The HOMO-LUMO gap is 9.32 eV.

Last column: Mulliken charge in e.
Atoms and positions in Å:
O: -0.592 -0.582 0.376  -0.46
C: 0.607 -0.643 0.523  0.54
N: 1.507 -0.922 -0.465  0.07
C: 1.268 -1.090 -1.827  0.13
C: -0.022 -1.087 -2.357  -0.48
C: -0.224 -1.239 -3.715  -0.76
C: 0.846 -1.402 -4.579  -0.59
C: 2.132 -1.409 -4.073  -0.58
C: 2.349 -1.253 -2.710  0.26
C: 3.757 -1.255 -2.192  0.73
F: 3.978 -2.233 -1.284  -0.26
F: 4.077 -0.105 -1.553  -0.25
F: 4.677 -1.417 -3.144  -0.29
H: 2.977 -1.534 -4.732  0.49
H: 0.685 -1.523 -5.638  0.40
H: -1.232 -1.231 -4.100  0.44
H: -0.858 -0.959 -1.692  0.59
H: 2.472 -0.949 -0.169  0.22
C: 1.265 -0.423 1.886  -1.35
N: 0.498 0.440 2.735  0.28
S: -0.668 -0.223 3.715  1.19
O: -0.907 0.735 4.754  -0.71
O: -0.204 -1.536 4.050  -0.72
C: -2.179 -0.381 2.814  0.22
C: -3.154 0.562 2.689  -0.28
C: -4.243 0.100 1.923  -0.70
C: -4.065 -1.182 1.499  -0.57
S: -2.574 -1.847 2.025  -0.10
H: -4.734 -1.775 0.908  0.47
H: -5.113 0.691 1.703  0.42
H: -3.086 1.528 3.153  0.66
C: 0.448 1.856 2.431  -1.24
C: -0.031 2.153 1.047  0.79
C: -1.252 2.481 0.539  -0.43
C: -1.092 2.557 -0.866  -0.77
C: 0.212 2.268 -1.110  -0.43
O: 0.865 2.024 0.039  -0.34
H: 0.779 2.206 -2.018  0.60
H: -1.847 2.792 -1.588  0.47
H: -2.152 2.648 1.091  0.62
H: -0.215 2.295 3.176  0.41
H: 1.457 2.269 2.558  0.29
H: 2.276 -0.016 1.777  0.55
H: 1.313 -1.387 2.403  0.44